<i>
The following is a DFT calculation (the ωB97M-V functional and the def2-TZVPD basis) of an isolated molecule of C8H12N2S.

```
23
Properties=species:S:1:pos:R:3
C -0.154 -0.836 1.386
C -1.009 1.050 0.185
C -0.481 -0.135 2.571
C -0.341 -0.268 0.114
C -0.976 1.990 3.486
C 1.493 0.299 -2.329
C -0.265 -1.107 -1.091
C 1.164 -1.128 -1.818
N -1.134 1.839 1.165
N -0.890 1.131 2.478
S 1.134 -2.335 -3.138
H 0.179 -1.861 1.484
H -1.259 1.492 -0.817
H -0.340 -0.497 3.599
H -1.491 2.942 3.451
H -0.782 1.734 4.477
H 0.683 1.001 -2.152
H 1.580 0.250 -3.408
H 2.374 0.662 -1.933
H -0.431 -2.119 -0.918
H -1.001 -0.575 -1.824
H 1.958 -1.599 -1.053
H -0.011 -1.933 -3.915
```

The calculation puts the HOMO-LUMO gap (spin up / spin down) at 0.26261 / 0.26262 hartree. For the highest occupied orbital energy (spin up / spin down), the calculation gives -6.820 / -6.823 eV. Its net charge is 0.

<ii>
The following is a DFT calculation (the ωB97M-V functional and the def2-TZVPD basis) of a cluster of 2 separate species, C8H12N2S in total.

```
23
Properties=species:S:1:pos:R:3
C 0.220 3.783 0.477
C -0.299 2.751 -0.259
C 0.449 1.815 1.518
C -1.398 -1.015 -1.101
C -0.971 -0.819 0.263
C -0.095 -1.659 -0.524
C 1.360 -1.203 -0.995
C -0.229 -3.138 -0.126
N 0.635 3.147 1.680
N -0.216 1.597 0.374
S 0.767 0.540 2.596
H 0.425 4.802 0.237
H -0.595 2.709 -1.254
H -2.443 -1.404 -1.140
H -1.287 -0.229 -1.847
H -1.556 -1.003 1.182
H 1.864 -2.092 -1.319
H 1.869 -0.960 -0.082
H 1.328 -0.634 -1.946
H -0.056 -3.342 0.847
H 0.480 -3.693 -0.785
H -1.260 -3.447 -0.326
H 1.009 3.494 2.531
```

The calculation puts the HOMO-LUMO gap (spin up / spin down) at 0.18960 / 0.18964 hartree. For the highest occupied orbital energy (spin up / spin down), the calculation gives -6.631 / -6.631 eV. Its net charge is 0.

Stability ranking, top entry: <i>; the second entry is 0.0383 hartree less favorable.

<i>
The following is a DFT calculation (the ωB97M-V functional and the def2-TZVPD basis) of a cluster of 8 separate species, C32H54N6O4S2 in total.

```
98
Properties=species:S:1:pos:R:3
C -5.935 1.119 1.904
C -4.644 0.899 1.124
C -3.408 1.283 1.921
C -3.140 2.713 1.947
N -2.957 3.842 2.001
H -5.931 0.548 2.837
H -6.847 0.994 1.327
H -5.964 2.146 2.295
H -4.727 1.480 0.201
H -4.587 -0.149 0.822
H -2.571 0.670 1.580
H -3.574 0.901 2.934
C 3.963 -3.028 -1.857
C 3.958 -3.774 -0.534
C 2.588 -3.747 0.191
C 1.478 -4.439 -0.441
N 0.588 -4.949 -0.960
H 4.974 -3.022 -2.264
H 3.610 -1.997 -1.805
H 3.272 -3.523 -2.545
H 4.720 -3.368 0.127
H 4.101 -4.846 -0.682
H 2.270 -2.739 0.470
H 2.746 -4.258 1.149
C -0.727 -4.897 2.510
C 0.732 -4.652 2.915
C 0.955 -4.513 4.426
C 0.341 -3.292 4.955
N -0.127 -2.317 5.339
H -1.314 -4.045 2.854
H -1.052 -5.827 2.975
H -0.846 -4.977 1.431
H 1.099 -3.713 2.488
H 1.410 -5.404 2.508
H 2.019 -4.525 4.663
H 0.540 -5.369 4.967
C 0.706 -5.207 -4.622
C 1.125 -4.161 -5.654
C 0.179 -2.962 -5.740
C 0.297 -2.162 -4.507
N 0.407 -1.613 -3.506
H 0.947 -4.859 -3.617
H 1.175 -6.176 -4.782
H -0.372 -5.381 -4.598
H 1.132 -4.628 -6.642
H 2.135 -3.790 -5.482
H -0.856 -3.272 -5.886
H 0.422 -2.337 -6.600
C 1.516 3.787 0.754
C 0.261 4.634 0.965
C 0.403 5.900 0.095
S 2.193 6.115 -0.249
O 2.719 7.326 0.360
O 2.456 5.822 -1.639
C 2.734 4.682 0.735
H 1.472 3.225 -0.179
H 1.610 3.098 1.598
H 0.130 4.890 2.012
H -0.568 4.027 0.605
H 0.114 6.799 0.634
H -0.095 5.843 -0.870
H 2.936 5.100 1.725
H 3.670 4.276 0.361
C -1.000 1.285 -3.711
C -2.374 0.789 -3.201
C -3.173 1.961 -2.630
S -2.380 3.538 -3.169
O -1.785 4.195 -2.032
O -3.320 4.213 -4.058
C -1.089 2.738 -4.160
H -0.577 0.726 -4.545
H -0.267 1.119 -2.920
H -2.184 0.026 -2.448
H -2.911 0.323 -4.026
H -3.247 2.014 -1.545
H -4.193 1.904 -3.007
H -0.164 3.312 -4.130
H -1.426 2.802 -5.196
N 0.193 -0.551 -0.602
C 0.059 -1.644 0.213
C -0.075 -1.179 1.511
C 0.023 0.219 1.444
C 0.068 0.599 0.117
H 0.266 -0.630 -1.606
H 0.098 -2.632 -0.216
H -0.265 -1.797 2.373
H -0.030 0.957 2.234
H 0.005 1.587 -0.305
N 1.888 1.555 4.608
C 2.528 2.754 4.520
C 1.604 3.787 4.524
C 0.359 3.148 4.778
C 0.570 1.803 4.925
H 2.385 0.686 4.585
H 3.600 2.801 4.402
H 1.682 4.854 4.405
H -0.630 3.574 4.829
H -0.097 0.957 4.997
```

The calculation puts the HOMO-LUMO gap at 0.30759 hartree. For the highest occupied orbital energy, the calculation gives -8.189 eV. As for the SMILES: O=S1(=O)CCCC1.O=S1(=O)CCCC1.c1cc[nH]c1.c1cc[nH]c1.CCCC#N.CCCC#N.CCCC#N.CCCC#N. Its net charge is 0.

<ii>
The following is a DFT calculation (the ωB97M-V functional and the def2-TZVPD basis) of a cluster of 8 separate species, C32H54N6O4S2 in total.

```
98
Properties=species:S:1:pos:R:3
C -1.238 4.101 -0.185
C -2.245 4.990 0.520
C -2.737 4.471 1.880
C -1.722 4.281 2.900
N -0.974 4.105 3.754
H -0.808 4.528 -1.083
H -1.681 3.139 -0.452
H -0.402 3.869 0.483
H -3.143 5.111 -0.094
H -1.901 6.028 0.573
H -3.037 3.444 1.621
H -3.609 4.957 2.310
C 5.778 0.043 -1.180
C 5.045 -0.237 -2.482
C 5.361 -1.629 -3.093
C 4.664 -2.695 -2.373
N 4.106 -3.505 -1.778
H 5.445 0.942 -0.661
H 6.848 0.196 -1.334
H 5.608 -0.811 -0.520
H 5.326 0.468 -3.271
H 3.970 -0.095 -2.370
H 6.419 -1.782 -2.852
H 5.241 -1.621 -4.170
C 5.845 -2.538 3.605
C 4.617 -3.454 3.324
C 3.335 -2.804 3.829
C 3.386 -2.495 5.269
N 3.454 -2.292 6.397
H 5.785 -2.121 4.611
H 5.926 -1.729 2.877
H 6.798 -3.071 3.616
H 4.937 -4.324 3.902
H 4.541 -3.753 2.283
H 2.493 -3.476 3.658
H 3.144 -1.852 3.332
C 1.809 -2.818 -5.198
C 1.137 -2.679 -3.805
C 1.204 -3.949 -2.958
C 0.200 -4.032 -1.894
N -0.594 -4.099 -1.069
H 1.151 -3.377 -5.866
H 2.802 -3.251 -5.122
H 1.794 -1.799 -5.585
H 0.129 -2.310 -3.999
H 1.666 -1.861 -3.312
H 2.160 -3.976 -2.430
H 1.032 -4.832 -3.576
C -0.533 -0.288 1.429
C -0.159 1.078 0.864
C 1.373 1.101 0.662
S 1.738 -0.571 0.068
O 2.771 -1.229 0.854
O 1.818 -0.481 -1.386
C 0.104 -1.304 0.497
H -1.608 -0.451 1.338
H -0.241 -0.427 2.469
H -0.467 1.887 1.527
H -0.607 1.203 -0.123
H 1.936 1.157 1.599
H 1.799 1.869 0.023
H 0.361 -2.225 1.018
H -0.483 -1.510 -0.391
C -4.364 1.330 4.343
C -5.588 0.348 4.528
C -5.235 -1.096 4.204
S -3.536 -1.074 3.515
O -3.526 -1.727 2.220
O -2.546 -1.358 4.507
C -3.566 0.725 3.214
H -3.835 1.246 5.297
H -4.723 2.345 4.220
H -6.229 0.700 3.716
H -6.066 0.415 5.500
H -5.778 -1.491 3.350
H -5.124 -1.828 5.003
H -4.058 0.923 2.254
H -2.546 1.072 3.035
N -3.804 -0.688 -0.806
C -5.088 -0.209 -0.815
C -5.202 0.635 -1.886
C -3.958 0.678 -2.560
C -3.116 -0.173 -1.875
H -3.480 -1.318 -0.094
H -5.851 -0.709 -0.240
H -6.010 1.318 -2.101
H -3.836 1.309 -3.419
H -2.072 -0.407 -2.013
N -1.343 2.763 -5.132
C -1.255 1.888 -4.082
C -0.504 2.506 -3.121
C -0.083 3.778 -3.587
C -0.563 3.856 -4.892
H -1.964 2.682 -5.915
H -1.813 0.974 -4.050
H -0.130 2.152 -2.170
H 0.503 4.513 -3.067
H -0.574 4.702 -5.562
```

The calculation puts the HOMO-LUMO gap at 0.32013 hartree. For the highest occupied orbital energy, the calculation gives -8.403 eV. As for the SMILES: O=S1(=O)CCCC1.O=S1(=O)CCCC1.c1cc[nH]c1.c1cc[nH]c1.CCCC#N.CCCC#N.CCCC#N.CCCC#N. Its net charge is 0.

Stability ranking, top entry: <i>; the second entry is 0.0215 hartree less favorable.

<i>
The following is a DFT calculation (the ωB97M-V functional and the def2-TZVPD basis) of a cluster of 11 separate species, C4H31NO11 in total.

```
47
Properties=species:S:1:pos:R:3
C -1.107 1.663 -2.900
C -0.205 1.051 -1.838
C -0.901 0.320 -0.631
N 1.034 1.851 -1.560
C 2.312 1.118 -1.841
O 2.392 0.032 -0.960
H -1.882 2.324 -2.535
H -0.413 2.378 -3.365
H -1.790 1.065 -3.552
H 0.205 0.117 -2.366
H -0.220 -0.225 -0.059
H -1.497 1.136 0.084
H -1.728 -0.401 -0.875
H 1.116 2.341 -0.686
H 2.464 0.730 -2.783
H 3.179 1.802 -1.602
H 2.341 0.216 -0.021
H -2.191 3.712 0.944
H -1.062 3.243 1.841
O -1.997 3.137 1.621
H 3.868 1.087 1.300
H 2.580 1.125 2.059
O 3.058 1.421 1.303
H -2.976 -0.426 0.880
H -3.978 0.250 1.757
O -3.424 0.399 0.962
H 2.261 -1.460 -1.726
H 2.800 -3.037 -1.860
O 2.014 -2.425 -1.847
H 1.472 -0.635 2.932
H 2.824 -0.968 3.552
O 2.206 -0.242 3.407
H -1.990 -0.553 3.554
H -1.773 -1.400 2.339
O -1.359 -1.018 3.143
H -1.444 -3.234 -2.937
H -1.107 -1.720 -2.773
O -1.888 -2.368 -2.827
H 1.703 -3.882 0.792
H 1.748 -2.809 -0.207
O 1.596 -2.984 0.705
H -0.333 1.118 2.555
H -0.239 1.671 3.906
O 0.236 1.495 3.158
H -2.946 -1.957 -0.918
H -2.081 -2.854 -0.151
O -2.878 -2.206 0.021
```

The calculation puts the HOMO-LUMO gap at 0.33736 hartree. For the highest occupied orbital energy, the calculation gives -8.971 eV. As for the SMILES: CC(C)NCO.O.O.O.O.O.O.O.O.O.O. Its net charge is 0.

<ii>
The following is a DFT calculation (the ωB97M-V functional and the def2-TZVPD basis) of a cluster of 12 separate species, C4H31NO11 in total.

```
47
Properties=species:S:1:pos:R:3
C -1.004 -3.228 -0.946
C -0.588 -1.837 -1.210
C -1.519 -1.027 -1.676
N -1.352 0.500 -1.769
C -2.523 1.126 -1.169
H -0.174 -3.669 -0.302
H -2.079 -3.165 -0.518
H -0.998 -3.906 -1.906
H 0.417 -1.569 -1.011
H -2.452 -1.361 -1.831
H -0.438 0.673 -1.339
H -2.549 2.100 -1.637
H -3.440 0.642 -1.539
H -2.596 1.120 0.001
H 1.619 2.442 -1.323
H 2.089 1.071 -0.856
O 1.933 2.002 -0.525
H 1.961 3.584 2.324
H 2.013 2.598 1.232
O 1.780 2.676 2.110
H 0.533 -3.062 3.026
H 0.628 -4.135 1.855
O 1.184 -3.535 2.399
H 2.080 0.871 -2.521
H 2.358 -0.415 -1.539
O 1.880 -0.053 -2.301
H -1.808 -0.733 3.542
H -1.284 0.532 3.860
O -2.072 0.090 3.973
H 0.582 -0.607 -3.696
H -0.552 0.361 -4.037
O 0.207 0.022 -4.417
H 2.694 -2.098 1.366
H 2.457 -0.556 1.848
O 2.909 -1.141 1.235
H 1.549 2.662 -3.560
H 0.439 1.706 -3.385
O 1.044 2.321 -2.936
H -1.670 -1.290 1.194
H -2.565 -2.264 2.104
O -1.830 -2.156 1.680
H -0.204 3.223 1.487
H -1.577 3.379 0.798
O -0.889 3.727 1.260
H 1.738 0.305 3.934
H 1.081 1.522 3.226
O 0.986 0.553 3.496
```

The calculation puts the HOMO-LUMO gap at 0.33396 hartree. For the highest occupied orbital energy, the calculation gives -8.819 eV. As for the SMILES: C/C=C/NC.O.O.O.O.O.O.O.O.O.O.O. Its net charge is 0.

Stability ranking, top entry: <i>; the second entry is 0.0322 hartree less favorable.

<i>
The following is a DFT calculation (the ωB97M-V functional and the def2-TZVPD basis) of an isolated molecule of C2H5B.

```
8
Properties=species:S:1:pos:R:3
B 0.372 0.842 -0.639
C -0.657 0.082 0.342
C 0.730 -0.497 0.138
H 0.216 1.603 -1.521
H -1.169 0.378 1.363
H -1.452 -0.369 -0.208
H 0.662 -1.328 -0.516
H 1.298 -0.712 1.040
```

The calculation puts the HOMO-LUMO gap at 0.34948 hartree. For the highest occupied orbital energy, the calculation gives -9.159 eV. As for the SMILES: B1CC1. Its net charge is 0.

<ii>
The following is a DFT calculation (the ωB97M-V functional and the def2-TZVPD basis) of a cluster of 2 separate species, C2H5B in total.

```
8
Properties=species:S:1:pos:R:3
B -0.868 -0.174 -0.093
C 0.498 -0.608 -0.103
C 0.256 0.922 -0.056
H -2.860 -0.931 0.087
H 0.799 -0.954 0.858
H 0.983 -1.181 -0.759
H 0.580 1.619 -0.843
H 0.612 1.306 0.910
```

The calculation puts the HOMO-LUMO gap at 0.34056 hartree. For the highest occupied orbital energy, the calculation gives -9.308 eV. Its net charge is 0.

Stability ranking, top entry: <i>; the second entry is 0.1148 hartree less favorable.

<i>
The following is a DFT calculation (the ωB97M-V functional and the def2-TZVPD basis) of a cluster of 2 separate species, C2HF5O in total.

```
9
Properties=species:S:1:pos:R:3
C 1.231 1.179 -1.062
C -0.968 -0.874 0.886
O 0.122 -0.458 0.288
F 0.431 1.499 -1.954
F -1.423 -2.000 0.180
F -0.795 -1.311 2.181
F -1.939 0.050 0.973
F 2.106 0.322 -1.351
H 1.235 1.592 -0.141
```

The calculation puts the HOMO-LUMO gap (spin up / spin down) at 0.27571 / 0.27578 hartree. For the highest occupied orbital energy (spin up / spin down), the calculation gives -10.052 / -10.053 eV. Its net charge is 0.

<ii>
The following is a DFT calculation (the ωB97M-V functional and the def2-TZVPD basis) of a cluster of 2 separate species, C2HF5O in total.

```
9
Properties=species:S:1:pos:R:3
C -0.426 -1.188 0.008
C -2.585 -0.010 -0.067
O 0.267 -0.606 1.016
F -0.849 -2.424 0.084
F 0.121 -1.022 -1.136
F -3.564 -0.863 0.117
F -2.890 0.826 -1.075
F -2.291 0.667 1.080
H 0.194 -1.042 1.887
```

The calculation puts the HOMO-LUMO gap (spin up / spin down) at 0.33714 / 0.33710 hartree. For the highest occupied orbital energy (spin up / spin down), the calculation gives -9.119 / -9.118 eV. Its net charge is 0.

Stability ranking, top entry: <ii>; the second entry is 0.0104 hartree less favorable.